Entry 1:
Entry from OMol25: a single C4H4BrClN2 molecule at a distorted geometry (ωB97M-V with the def2-TZVPD basis set).

Summary:
ΔE to the lowest compared entry with this formula, charge and spin   2.229 eV
Orbital gap   9.03 eV

The geometry in XYZ format:
```
12
Properties=species:S:1:pos:R:3:forces:R:3
C 0.079 -1.236 0.420 -3.18 -1.34 1.96
C 0.601 1.266 -0.112 3.19 -2.81 -0.80
C -1.607 0.450 0.138 -0.47 0.21 0.70
C 1.077 -0.712 -0.460 -0.89 4.14 -0.94
N -1.120 -0.777 0.647 1.71 -0.92 -0.22
N -0.548 1.534 0.101 -2.64 0.23 -0.03
Cl 1.994 2.318 -0.199 -0.79 -0.48 0.09
Br 2.834 -1.135 -0.116 1.13 -0.30 0.32
H 0.212 -2.135 1.105 0.79 0.95 -1.27
H -2.060 0.255 -0.873 0.42 0.77 0.80
H -2.409 0.753 0.905 1.14 0.06 -1.58
H 0.945 -0.581 -1.556 -0.41 -0.52 0.96
```
Forces are in eV/Å.

Entry 2:
Entry from OMol25: a single C4H4BrClN2O5 molecule at a distorted geometry (ωB97M-V with the def2-TZVPD basis set).

Summary:
ΔE to the lowest compared entry with this formula, charge and spin   0.697 eV
Orbital gap (alpha / beta)   7.61 / 8.16 eV

The geometry in XYZ format:
```
17
Properties=species:S:1:pos:R:3:forces:R:3
C 0.398 0.514 -0.618 -0.43 0.18 -0.68
C -0.623 -0.180 1.335 0.73 1.20 0.64
C -1.296 0.790 2.244 0.12 -0.33 -0.30
C -1.171 -2.100 -0.014 0.15 -0.76 -0.70
N 1.639 0.748 -1.175 0.26 -0.05 0.89
N 1.913 0.891 -2.547 -0.41 -0.02 1.17
O 1.029 0.691 -3.307 -0.75 -0.20 -0.72
O -0.655 0.564 -1.171 -0.20 0.05 0.08
O 0.547 0.224 0.710 -0.05 -0.19 -0.14
O 3.042 1.210 -2.771 1.18 0.25 -0.25
O -1.264 -1.225 0.952 -0.49 -0.36 0.24
Cl -2.150 -3.508 0.289 0.16 0.30 -0.01
Br 0.540 -2.505 -0.770 -0.20 -0.18 0.18
H -0.553 1.464 2.660 0.02 0.00 0.05
H -1.806 0.266 3.047 -0.04 -0.02 0.07
H -2.034 1.379 1.694 -0.07 0.11 -0.05
H 2.444 0.779 -0.559 0.03 0.02 -0.47
```
Forces are in eV/Å.

Entry 3:
Entry from OMol25: a 2-piece molecular cluster, C4H4BrF3 overall at a distorted geometry (ωB97M-V with the def2-TZVPD basis set).

Summary:
ΔE to the lowest compared entry with this formula, charge and spin   6.394 eV
Orbital gap (alpha / beta)   5.30 / 4.02 eV

The geometry in XYZ format:
```
12
Properties=species:S:1:pos:R:3:forces:R:3
C 1.880 0.643 -2.989 -0.78 -0.76 0.68
C 2.966 0.093 -2.490 1.50 -1.60 -0.08
C -0.086 -2.311 -1.580 0.98 -1.71 0.67
C -0.214 -1.003 -1.091 -1.99 1.93 -0.91
F 1.919 1.147 -4.245 0.32 0.33 0.12
F 4.209 -0.001 -3.070 -0.91 0.28 0.38
F 3.025 -0.772 -1.390 -0.58 1.48 -0.93
Br -1.394 0.045 -2.030 0.87 0.27 0.51
H 0.468 -2.894 -0.808 -0.05 0.03 -1.15
H 0.330 -2.266 -2.602 0.16 -0.40 0.29
H -1.107 -2.692 -1.638 -0.06 -0.41 -0.27
H 0.048 -0.674 -0.122 0.55 0.56 0.70
```
Forces are in eV/Å.

Entry 4:
Entry from OMol25: a single C4H4BrNO2 molecule at a distorted geometry (ωB97M-V with the def2-TZVPD basis set).

Summary:
ΔE to the lowest compared entry with this formula, charge and spin   1.245 eV
Orbital gap   10.52 eV
Structure (SMILES)   COC(=O)[C@@]1(Br)C=N1

The geometry in XYZ format:
```
12
Properties=species:S:1:pos:R:3:forces:R:3
C 2.011 0.667 0.431 0.70 0.64 2.21
O 0.797 -0.102 0.199 2.22 0.14 -0.44
C -0.311 0.586 0.189 -3.42 -2.67 -0.37
O -0.582 1.732 0.329 1.10 0.62 0.13
C -1.505 -0.498 -0.095 1.52 1.01 -0.32
Br -3.184 0.313 0.209 -0.68 0.13 0.13
C -1.380 -1.526 -1.094 -0.18 0.39 3.55
N -1.403 -1.989 0.088 0.38 0.88 -0.93
H 2.064 1.583 -0.190 0.04 -0.88 -0.01
H 2.987 0.068 0.514 -1.92 0.38 -0.98
H 1.888 1.023 1.481 0.18 0.10 -0.67
H -1.382 -1.858 -2.061 0.05 -0.74 -2.29
```
Forces are in eV/Å.

Entry 5:
Entry from OMol25: C4H4BrNOS as an isolated structure at a distorted geometry (ωB97M-V with the def2-TZVPD basis set).

Summary:
ΔE to the lowest compared entry with this formula, charge and spin   3.562 eV
Orbital gap   8.90 eV

The geometry in XYZ format:
```
12
Properties=species:S:1:pos:R:3:forces:R:3
C -0.370 -0.472 -0.549 1.85 0.30 0.80
C 0.931 -0.323 -1.281 -0.16 -0.42 -0.20
C 0.486 0.734 -0.710 1.20 -1.00 -0.10
C -0.411 -1.123 0.776 -1.00 -0.39 0.56
N 0.644 1.992 -0.244 0.17 0.28 0.04
O -1.702 -1.125 2.974 -0.30 -0.03 1.03
S -1.326 -0.308 1.830 0.33 -0.27 -0.21
Br 0.023 -2.931 1.194 0.07 0.75 -0.51
H -1.283 -0.379 -1.017 -2.01 -0.53 -1.33
H 1.642 -0.967 -1.735 0.41 -0.03 -0.29
H 1.482 2.410 -0.606 0.48 0.14 0.02
H -0.118 2.492 -0.631 -1.04 1.21 0.19
```
Forces are in eV/Å.

Entry 6:
Entry from OMol25: C4H4CdLiO5 as an isolated structure at a distorted geometry (ωB97M-V with the def2-TZVPD basis set).

Summary:
Expectation value of S²   0.75
ΔE to the lowest compared entry with this formula, charge and spin   0.000 eV
Orbital gap (alpha / beta)   2.67 / 6.61 eV
Net charge   +2
Spin multiplicity   2

The geometry in XYZ format:
```
15
Properties=species:S:1:pos:R:3:forces:R:3
O 0.469 -1.236 0.671 0.59 0.46 -0.57
C -0.809 -1.351 0.307 -0.32 0.68 1.68
C 0.556 -1.308 2.050 -0.17 -0.36 0.38
O -1.247 -0.942 -0.745 0.24 -0.04 -1.08
O -1.553 -1.747 1.312 -0.35 -0.06 -0.55
C -0.789 -1.740 2.536 0.38 -0.03 0.52
Li -0.867 0.304 -2.078 -0.35 -0.80 0.56
H 1.566 2.071 -1.108 -0.55 0.64 -0.90
H 1.399 -0.840 2.548 -0.27 -0.22 -0.27
H -0.814 -2.747 2.974 -0.02 0.19 -0.13
C 1.147 2.426 -2.098 2.12 -0.75 1.45
O 0.159 1.804 -2.621 -1.04 -1.46 1.56
O 1.725 3.299 -2.776 0.79 0.28 1.64
Cd 0.314 3.041 -4.209 -1.12 1.69 -4.09
H -1.257 -1.033 3.237 0.08 -0.22 -0.20
```
Forces are in eV/Å.

Entry 7:
Entry from OMol25: a 4-piece molecular cluster, C4H4Cl12 overall at a distorted geometry (ωB97M-V with the def2-TZVPD basis set).

Summary:
ΔE to the lowest compared entry with this formula, charge and spin   0.836 eV
Orbital gap   11.21 eV
Structure (SMILES)   ClC(Cl)Cl.ClC(Cl)Cl.ClC(Cl)Cl.ClC(Cl)Cl

The geometry in XYZ format:
```
20
Properties=species:S:1:pos:R:3:forces:R:3
Cl -7.301 -1.064 -20.125 -0.28 -0.41 0.32
C -6.932 -1.951 -18.587 -0.18 0.70 -1.06
Cl -5.442 -1.304 -18.010 0.88 0.30 0.71
Cl -6.754 -3.669 -18.900 -0.45 0.05 0.20
H -7.717 -1.668 -17.886 0.03 -0.63 -0.17
Cl -10.777 7.903 -13.912 -0.52 -0.04 -0.77
C -9.390 8.354 -14.924 -0.30 0.35 0.20
Cl -8.247 8.979 -13.730 0.60 0.09 -0.66
Cl -9.741 9.560 -16.237 0.05 -0.72 0.97
H -9.039 7.455 -15.429 0.16 0.29 0.25
Cl -8.657 5.729 -19.925 0.12 0.18 -0.29
C -9.497 4.223 -19.617 0.01 0.15 0.92
Cl -11.269 4.492 -19.798 0.98 -0.57 -0.21
Cl -9.127 3.700 -17.956 -0.23 -0.02 0.19
H -9.016 3.429 -20.188 -0.89 0.26 -0.58
Cl -13.727 0.893 -15.961 0.14 -0.45 0.39
C -14.852 2.240 -16.191 0.91 -0.22 -0.29
Cl -14.502 3.530 -15.049 -0.14 0.08 0.00
Cl -16.510 1.687 -16.082 0.03 0.20 -0.20
H -14.529 2.553 -17.184 -0.93 0.39 0.10
```
Forces are in eV/Å.

Entry 8:
Entry from OMol25: C4H4Cl12 as an isolated structure at a distorted geometry (ωB97M-V with the def2-TZVPD basis set).

Summary:
ΔE to the lowest compared entry with this formula, charge and spin   10.792 eV
Orbital gap   8.92 eV

The geometry in XYZ format:
```
20
Properties=species:S:1:pos:R:3:forces:R:3
C 18.624 2.505 20.333 0.97 2.93 0.54
Cl 18.587 4.310 20.694 0.02 -0.70 -0.63
Cl 20.230 1.849 20.392 0.54 4.95 -3.91
Cl 17.797 2.033 18.868 4.59 4.30 -6.56
H 18.128 2.116 21.222 0.23 0.85 -1.11
C 15.589 2.026 21.751 -0.68 -0.47 -0.83
Cl 14.265 0.992 22.162 -0.51 -0.78 0.17
Cl 15.762 2.180 19.968 -4.19 0.46 4.13
Cl 17.067 1.434 22.632 -4.90 4.10 1.83
H 15.272 3.005 22.109 1.70 -1.69 -1.57
C 18.512 -0.320 21.697 1.88 -2.76 1.12
Cl 17.921 0.279 20.217 -0.34 -6.91 1.96
Cl 20.222 0.060 21.903 0.68 -4.79 3.60
Cl 18.120 -2.030 21.970 0.16 -0.19 -0.06
H 18.093 0.209 22.553 1.48 -2.47 -0.96
C 13.950 5.729 22.856 -1.07 0.81 -0.29
Cl 14.636 4.107 23.069 -1.49 3.57 2.18
Cl 12.203 5.705 23.266 0.37 -0.16 -0.36
Cl 14.225 6.328 21.176 -0.12 -0.46 0.92
H 14.308 6.499 23.540 0.67 -0.59 -0.16
```
Forces are in eV/Å.

Entry 9:
Entry from OMol25: a single C4H4Cl3F molecule at a distorted geometry (ωB97M-V with the def2-TZVPD basis set).

Summary:
ΔE to the lowest compared entry with this formula, charge and spin   4.150 eV
Orbital gap   7.54 eV

The geometry in XYZ format:
```
12
Properties=species:S:1:pos:R:3:forces:R:3
C 0.546 -1.424 -0.194 -0.10 0.46 -0.17
C -0.070 -0.238 -0.303 1.27 0.05 0.04
C 0.597 1.089 -0.279 0.18 0.19 0.67
C 1.718 1.394 0.418 0.10 0.59 -0.94
H 0.034 -2.360 -0.197 -0.43 -0.27 -0.06
H 0.021 1.860 -0.818 0.53 -0.27 0.37
H 2.349 0.634 0.935 -0.85 0.89 -0.34
H 2.115 2.454 0.346 -0.54 -1.49 0.25
F -3.550 -0.875 1.154 -1.31 0.00 -1.17
Cl -4.230 -0.661 -0.375 -1.51 -0.58 1.87
Cl 2.266 -1.683 -0.126 -0.34 0.11 0.04
Cl -1.798 -0.192 -0.561 2.99 0.32 -0.55
```
Forces are in eV/Å.

Entry 10:
Entry from OMol25: a single C4H4ClFN2O molecule at a distorted geometry (ωB97M-V with the def2-TZVPD basis set).

Summary:
Expectation value of S²   2.03
Orbital gap (alpha / beta)   5.53 / 8.07 eV
Spin multiplicity   3

The geometry in XYZ format:
```
13
Properties=species:S:1:pos:R:3:forces:R:3
C 2.428 0.583 -0.020 -1.07 -1.41 0.47
C 3.583 -0.135 -0.064 -2.50 -0.44 0.34
C 1.202 -0.626 0.032 1.89 7.06 -0.86
C -0.746 0.510 -0.319 -0.05 0.80 -3.77
N 3.294 -1.493 -0.030 2.47 0.08 -0.37
N 1.989 -1.694 0.035 -1.40 -5.25 0.43
O -0.102 -0.591 0.100 0.31 -3.56 0.99
F 2.279 1.898 0.162 -0.13 -0.86 -0.22
Cl 5.204 0.294 -0.016 0.50 0.46 -0.07
H -0.575 1.229 0.353 1.09 3.50 2.24
H -1.780 0.411 -0.263 -1.90 -0.96 -0.22
H -0.450 0.817 -1.367 -0.22 -0.22 1.04
H 1.578 -2.637 0.089 1.02 0.81 -0.01
```
Forces are in eV/Å.

Entry 11:
Entry from OMol25: a single C4H4ClFOS molecule at a distorted geometry (ωB97M-V with the def2-TZVPD basis set).

Summary:
ΔE to the lowest compared entry with this formula, charge and spin   1.987 eV
Orbital gap   8.49 eV
Structure (SMILES)   F[C@H](Cl)[C@]1(C=S)CO1

The geometry in XYZ format:
```
12
Properties=species:S:1:pos:R:3:forces:R:3
F 0.032 -1.078 1.959 0.07 0.06 -0.13
C 0.810 -0.343 1.102 0.53 -0.07 0.15
Cl 0.829 1.349 1.663 -0.01 -0.20 -0.09
C 0.257 -0.445 -0.294 -1.04 0.02 0.49
C -1.165 0.008 -0.436 0.26 0.05 -1.25
S -1.860 0.384 -1.842 0.25 -0.12 0.39
C 0.807 -1.488 -1.169 0.25 -0.91 -0.21
O 1.153 -0.139 -1.312 0.75 0.71 -0.16
H 1.843 -0.719 1.141 -0.36 0.19 0.05
H -1.729 0.074 0.467 -0.25 0.00 0.69
H 0.203 -1.850 -2.001 -0.05 -0.14 0.33
H 1.584 -2.165 -0.768 -0.41 0.42 -0.28
```
Forces are in eV/Å.

Entry 12:
Entry from OMol25: a single C4H4ClN3O2 molecule at a distorted geometry (ωB97M-V with the def2-TZVPD basis set).

Summary:
ΔE to the lowest compared entry with this formula, charge and spin   4.265 eV
Orbital gap   9.90 eV
Structure (SMILES)   C[C@@]1([N+](=O)[O-])N=CN=C1Cl

The geometry in XYZ format:
```
14
Properties=species:S:1:pos:R:3:forces:R:3
C 0.927 0.061 -1.407 -1.27 -3.59 -0.56
C 0.080 -0.089 -0.212 0.15 1.26 4.38
N -0.476 -1.470 -0.039 -1.29 -1.44 -0.73
O 0.256 -2.421 -0.199 0.20 0.60 0.08
O -1.674 -1.580 0.205 0.67 0.58 0.11
N 0.937 -0.042 1.246 -1.37 -0.12 -2.43
C 0.174 0.683 1.954 -0.51 -0.67 -2.12
N -0.959 1.302 1.416 -1.64 0.63 -2.99
C -1.060 0.958 0.160 3.26 -1.12 2.19
Cl -1.877 1.672 -1.106 -0.90 0.24 0.06
H 1.352 -1.006 -1.499 -0.45 1.66 -0.50
H 1.723 0.670 -1.214 1.95 1.92 0.36
H 0.315 0.367 -2.260 0.37 -0.15 -0.02
H 0.283 0.894 2.956 0.84 0.20 2.18
```
Forces are in eV/Å.

Question: What is the formula in the ninth record?
Answer: C4H4Cl3F